<1>
Computed, not measured: C3H6N4O in the gas phase, with wB97M-V/def2-TZVPD.

XYZ file:
```
14
Properties=species:S:1:pos:R:3:mulliken_charge:R:1
C 0.04108 -0.09742 0.26021 0.88
C -0.86270 -1.23610 0.56324 -1.02
C 0.58039 2.03006 0.94571 -0.76
N -0.12175 -2.45702 -2.79231 -0.50
N 0.64308 0.20160 -0.83003 -0.27
N 0.06770 -1.49413 -2.21378 0.72
N 0.44843 -0.38912 -2.01013 -0.53
O 0.10607 0.74944 1.26121 -0.34
H -1.78439 -1.35293 -0.00103 0.33
H -1.23269 -1.07749 1.57586 0.32
H -0.33368 -2.32571 0.50781 0.26
H 0.47769 2.74027 1.80957 0.28
H 0.29938 2.52688 -0.02666 0.31
H 1.67138 2.18167 0.95032 0.30
```

Charge: 0
Orbital gap (eV): 9.35
Spin multiplicity: 1
E_LUMO (eV): 0.70

---

<2>
Computed, not measured: 2 unconnected molecules or ions with the total composition C3H6N4O, with wB97M-V/def2-TZVPD.

XYZ file:
```
14
Properties=species:S:1:pos:R:3:mulliken_charge:R:1
C -1.11019 -2.58307 1.11173 -0.25
C 0.55214 -0.74562 -1.29207 0.12
C 0.39882 2.56627 0.18865 -0.03
H -0.53324 -3.67855 1.07555 0.26
H -2.02559 -2.27655 1.80095 0.25
H 0.75895 -1.28342 -2.32217 0.31
H -0.90987 0.84036 0.73741 0.32
H -0.29517 3.29484 0.82256 0.27
H 2.49279 2.40995 -0.78245 0.27
N -1.05310 -1.49594 0.32742 -0.31
N 0.63903 0.41687 -0.63447 -0.47
N 0.00776 1.18466 0.21751 0.00
N 1.24598 3.16131 -0.57250 -0.52
O -0.16831 -1.81112 -0.67812 -0.22
```

Charge: 0
Orbital gap (eV): 8.55
Spin multiplicity: 1
E_LUMO (eV): 0.36

---

<3>
Computed, not measured: 2 unconnected molecules or ions with the total composition C3H6N4O, with wB97M-V/def2-TZVPD.

XYZ file:
```
14
Properties=species:S:1:pos:R:3:mulliken_charge:R:1
C 2.60672 -0.11325 0.14364 -0.63
C 0.20626 -0.56104 -0.29083 0.48
C -1.62581 0.50977 0.19274 -0.11
H 2.64681 0.91889 -0.38314 0.26
H 2.82225 0.08893 1.29788 0.21
H 3.44910 -0.72533 -0.39968 0.28
H -2.49340 1.24946 0.27626 0.31
H -0.08925 2.71035 -0.58789 0.21
H 0.37067 1.96703 1.33775 0.31
N 1.37843 -1.01676 0.09622 -0.40
N -2.07465 -0.75129 0.32394 -0.26
N -0.47218 0.72417 -0.43319 0.25
N 0.13886 1.90710 -0.03229 -0.63
O -0.82781 -1.40810 -0.18714 -0.28
```

Charge: 0
Orbital gap (eV): 8.83
Spin multiplicity: 1
E_LUMO (eV): -0.18

---

The most stable of them is <1>.

---

<1>
Computed, not measured: C6H11FO5 in the gas phase, with wB97M-V/def2-TZVPD.

XYZ file:
```
23
Properties=species:S:1:pos:R:3:mulliken_charge:R:1
O 2.58702 -1.66893 -0.07031 -0.57
C 2.39875 -0.26516 -0.03033 -0.60
C 0.91421 -0.00599 0.22194 0.68
O 0.50016 -0.67465 1.38827 -0.57
O 0.22839 -0.50268 -0.90731 -0.48
C -1.05255 0.13724 -1.01303 0.09
C -2.16770 -0.89180 -0.90257 -0.59
F -2.04668 -1.63780 0.26894 -0.29
C -1.06787 1.25131 0.06377 -0.48
O -1.81102 0.94999 1.22088 -0.61
C 0.44269 1.43144 0.35248 -0.17
O 1.10266 2.16318 -0.66256 -0.59
H 2.05170 -1.96637 -0.81718 0.37
H 3.01054 0.13895 0.79364 0.30
H 2.67922 0.22758 -0.96817 0.33
H 0.84621 -1.57679 1.30273 0.45
H -1.12885 0.59320 -2.01953 0.33
H -2.11157 -1.59605 -1.73217 0.35
H -3.14512 -0.39390 -0.90948 0.31
H -1.50164 2.16378 -0.36315 0.49
H -1.43451 0.13563 1.60115 0.45
H 0.61384 1.83192 1.35551 0.44
H 0.87745 3.10465 -0.56912 0.37
```

Charge: 0
Orbital gap (eV): 10.57
Spin multiplicity: 1
E_LUMO (eV): 0.60
SMILES string: OC[C@]1(O)O[C@@H](CF)[C@@H](O)[C@@H]1O

---

<2>
Computed, not measured: C6H11FO5 in the gas phase, with wB97M-V/def2-TZVPD.

XYZ file:
```
23
Properties=species:S:1:pos:R:3:mulliken_charge:R:1
O 2.97656 -0.03743 -0.69239 -0.57
C 2.32544 0.75310 0.32856 -0.72
C 0.85276 0.54151 0.35789 0.03
O 0.33460 0.90953 -0.94130 -0.42
C -1.12041 0.81101 -1.10213 -0.01
O -1.71689 1.75347 -0.21999 -0.60
C -1.64702 -0.55280 -0.71352 -0.05
F -1.25475 -1.41708 -1.68137 -0.34
C -1.15539 -1.01738 0.64918 -0.20
O -1.76516 -0.23658 1.69254 -0.59
C 0.39270 -0.86103 0.69762 -0.20
O 1.01733 -1.85373 -0.11765 -0.69
H 2.64098 -0.95223 -0.68486 0.39
H 2.69366 0.44522 1.32443 0.34
H 2.57554 1.82018 0.15945 0.36
H 0.43385 1.21671 1.10995 0.35
H -1.41368 1.07379 -2.12068 0.39
H -1.29047 2.58164 -0.33411 0.34
H -2.76474 -0.50070 -0.61934 0.35
H -1.51383 -2.08510 0.85814 0.37
H -1.89768 0.62757 1.35196 0.46
H 0.77342 -1.14391 1.68020 0.53
H 0.52318 -1.87574 -0.98256 0.45
```

Charge: 0
Orbital gap (eV): 10.54
Spin multiplicity: 1
E_LUMO (eV): 0.49
SMILES string: OC[C@H]1O[C@H](O)[C@@H](F)[C@H](O)[C@H]1O

---

The most stable of them is <1>.

---

<1>
Computed, not measured: 2 unconnected molecules or ions with the total composition C3H8O2S, with wB97M-V/def2-TZVPD.

XYZ file:
```
14
Properties=species:S:1:pos:R:3:mulliken_charge:R:1
C -0.19472 0.31557 0.25348 -0.46
O -0.83237 1.52743 0.27335 -0.49
C 0.55207 0.00003 -0.97125 -0.36
C 1.15129 -1.45144 -1.01193 -0.70
S 2.20661 -1.71746 -2.53137 -0.81
H -0.78106 -0.53562 0.60898 0.27
H 0.60033 0.34750 0.99304 0.19
H -0.10709 0.15355 -1.86856 0.27
H 1.36384 0.68933 -1.22577 0.22
H 1.79183 -1.41075 -0.14937 0.21
H 0.49865 -2.34400 -0.89160 0.27
H -1.39080 1.56652 1.11012 0.41
H -2.69510 1.04271 2.77311 0.14
O -2.16348 1.81662 2.63778 -1.17
```

Charge: -2
Orbital gap (eV): 5.88
Spin multiplicity: 1
E_LUMO (eV): 5.97

---

<2>
Computed, not measured: 2 unconnected molecules or ions with the total composition C3H8O2S, with wB97M-V/def2-TZVPD.

XYZ file:
```
14
Properties=species:S:1:pos:R:3:mulliken_charge:R:1
C 0.06524 -0.17619 0.35135 -0.35
O -0.53992 0.77993 1.22962 -0.46
C -0.52522 -0.08736 -1.04196 -0.53
C 0.48865 -0.79895 -2.04993 -0.71
S -0.09972 -0.90736 -3.78022 -0.72
H -0.17247 -1.12235 0.84231 0.27
H 1.12938 0.03575 0.23230 0.21
H -1.56004 -0.31661 -1.28765 0.37
H -0.34836 0.96056 -1.29699 0.20
H 1.34528 -0.12935 -1.96131 0.21
H 0.71378 -1.77177 -1.59941 0.20
H -0.23292 0.86069 2.14105 0.24
H -0.12797 1.60454 3.71276 0.19
O -0.13571 1.06847 4.50807 -1.13
```

Charge: -2
Orbital gap (eV): 6.08
Spin multiplicity: 1
E_LUMO (eV): 5.75

---

The most stable of them is <1>.